(1)
A molecular structure, C34H52Br20N2O4P2S, computed with wB97M-V/def2-TZVPD.

Geometry (Å):
N (3.62527, -4.77019, 2.47598)
P (2.20376, -4.53598, 3.24041)
C (1.15253, -3.47919, 2.07592)
C (1.62728, -3.42370, 0.57706)
C (0.82765, -2.58713, -0.44204)
C (-0.44185, -1.80193, 0.03091)
C (-0.90160, -1.87310, 1.50157)
C (-0.10768, -2.71951, 2.58130)
P (-0.79036, -2.74909, 4.33285)
O (-1.91386, -1.43870, 4.42317)
O (-1.75883, -4.15658, 4.57607)
S (0.51730, -2.44788, 5.73103)
C (-1.18952, -0.91637, -1.09493)
O (-2.43472, -0.84535, -1.20965)
C (-0.18291, -0.14804, -2.09634)
C (-0.45698, 1.30241, -2.53728)
C (0.56272, 2.01777, -3.46631)
C (1.80995, 1.21988, -3.93940)
C (2.11044, -0.26134, -3.51773)
N (3.29914, -0.97957, -3.98966)
C (1.09175, -0.93980, -2.57303)
C (1.25209, -2.43605, -1.99482)
O (1.64061, -3.41504, -2.67350)
H (4.36189, -4.36829, 3.08754)
H (1.65358, -5.86988, 3.40743)
H (2.52701, -3.90437, 4.48385)
H (2.58614, -3.99005, 0.28169)
H (-1.84608, -1.29299, 1.85952)
H (-1.32420, -0.63188, 4.41449)
H (-2.50758, -3.85086, 5.15525)
H (-1.38241, 1.83337, -2.14254)
H (0.33387, 3.10528, -3.74352)
H (2.53422, 1.77567, -4.63441)
H (4.06283, -0.79689, -3.32273)
H (3.15901, -2.00320, -3.98710)
Br (-1.95432, 1.74427, 6.71313)
C (-0.22705, 2.62209, 6.48837)
C (0.22163, 2.58204, 5.05009)
Br (0.89746, 0.81706, 4.57429)
H (0.46882, 2.13611, 7.17238)
H (-0.38805, 3.65238, 6.81189)
H (1.06089, 3.26164, 4.89036)
H (-0.57104, 2.82045, 4.34506)
Br (-0.70316, 6.29678, 4.37288)
C (1.01604, 7.17726, 4.11111)
C (1.48519, 7.04530, 2.68336)
Br (2.18742, 5.26119, 2.33303)
H (1.70771, 6.74711, 4.83480)
H (0.83933, 8.22497, 4.36229)
H (2.31880, 7.72270, 2.48982)
H (0.69763, 7.22686, 1.95219)
Br (-1.98524, 3.15306, 2.05886)
C (-3.40552, 2.43902, 0.93464)
C (-4.30833, 1.51471, 1.71350)
Br (-3.46988, -0.22381, 1.99382)
H (-2.92554, 1.95758, 0.08282)
H (-3.95909, 3.31387, 0.58783)
H (-5.21767, 1.30397, 1.14770)
H (-4.57831, 1.89991, 2.69679)
Br (-0.70919, 5.14401, -3.75984)
C (-0.25140, 6.20702, -5.33306)
C (-0.49189, 5.45967, -6.62470)
Br (0.91044, 4.15720, -7.00615)
H (0.78252, 6.52781, -5.20935)
H (-0.90918, 7.07612, -5.27192)
H (-0.45825, 6.14877, -7.47066)
H (-1.43842, 4.91933, -6.63717)
Br (-0.54815, 1.36521, -10.28628)
C (0.88649, 2.07164, -11.40101)
C (1.56688, 3.24409, -10.73910)
Br (0.48794, 4.85546, -10.86971)
H (0.44744, 2.31608, -12.36777)
H (1.58542, 1.24148, -11.52330)
H (2.50013, 3.48582, -11.25199)
H (1.77020, 3.08448, -9.68352)
Br (-3.77369, 7.15223, -4.80217)
C (-5.40304, 6.08586, -4.69477)
C (-5.50234, 5.36635, -3.37194)
Br (-4.32262, 3.81583, -3.31896)
H (-5.40072, 5.41438, -5.55273)
H (-6.21831, 6.80391, -4.80284)
H (-6.50692, 4.96413, -3.22957)
H (-5.24238, 5.99365, -2.51947)
Br (3.25830, 2.97084, 8.85220)
C (2.83872, 1.97301, 10.47414)
C (2.75642, 0.49168, 10.19950)
Br (1.08264, 0.03007, 9.31571)
H (1.91513, 2.38998, 10.87426)
H (3.65873, 2.19113, 11.16120)
H (2.74982, -0.07157, 11.13436)
H (3.56324, 0.12489, 9.56523)
Br (5.59954, -1.02165, -7.60926)
C (4.94333, -0.21447, -9.25427)
C (4.61714, 1.24655, -9.05982)
Br (2.92291, 1.49075, -8.11897)
H (4.09001, -0.80780, -9.58175)
H (5.75900, -0.33200, -9.97049)
H (4.47512, 1.73624, -10.02539)
H (5.37526, 1.78505, -8.49153)
Br (0.94368, -6.43060, 6.38889)
C (-0.50098, -7.08795, 5.25659)
C (-1.39359, -8.04420, 6.00749)
Br (-0.55777, -9.79577, 6.19297)
H (-0.03812, -7.53099, 4.37495)
H (-1.05669, -6.19662, 4.96092)
H (-2.31437, -8.22617, 5.45004)
H (-1.64333, -7.70299, 7.01198)
Br (-4.46731, -13.07135, 3.41599)
C (-2.92437, -12.56243, 2.33852)
C (-2.22276, -11.35998, 2.92015)
Br (-3.20241, -9.71788, 2.54116)
H (-3.28437, -12.40312, 1.32260)
H (-2.26763, -13.43441, 2.35444)
H (-1.24613, -11.22287, 2.45254)
H (-2.09829, -11.41384, 4.00152)

Properties
charge	0

(2)
2 unconnected molecules or ions with the total composition C2H2N2O, computed with wB97M-V/def2-TZVPD.

Geometry (Å):
C (-3.49360, -0.17485, 0.02509)
C (-0.55981, 0.58740, -0.85418)
N (-2.69557, -1.02867, 0.31646)
N (-0.94972, 0.32605, 0.28471)
O (-4.34310, 0.54632, -0.31533)
H (-1.20201, 0.20282, -1.61245)
H (0.37897, 1.08114, -1.16450)

Properties
charge	0

(3)
A molecular structure, C8H9BF10N4NiO4S2, computed with wB97M-V/def2-TZVPD.

Geometry (Å):
Ni (-0.09726, 0.77708, -0.12102)
B (0.60064, 2.88914, -1.54873)
F (1.24066, 1.58208, -1.46240)
F (0.07345, 3.08983, -2.81468)
F (-0.47211, 2.76193, -0.56331)
F (1.47607, 3.86636, -1.17418)
C (-0.34479, -2.83892, 2.08842)
F (0.38253, -1.94183, 2.76059)
F (0.14096, -4.04783, 2.30803)
F (-1.60260, -2.77404, 2.53116)
S (-0.32440, -2.45872, 0.24964)
O (0.29088, -3.55855, -0.39039)
O (-1.66371, -2.11592, -0.07041)
N (0.60718, -1.09429, 0.21026)
S (2.19447, -1.42028, 0.08450)
O (2.86291, -0.18402, 0.28155)
O (2.63662, -2.56348, 0.79497)
C (2.46259, -1.77160, -1.74502)
F (2.99987, -0.70341, -2.32322)
F (3.27374, -2.80559, -1.88654)
F (1.30614, -2.04499, -2.36574)
C (-4.02549, -0.59756, 1.87393)
C (-2.81272, 0.05504, 1.41576)
N (-1.86155, 0.55897, 1.04249)
H (-3.86776, -1.00127, 2.86997)
H (-4.32210, -1.35624, 1.15817)
H (-4.79683, 0.17255, 1.95699)
C (-1.16071, 0.63963, -4.44392)
C (-1.16385, 0.37484, -3.02961)
N (-1.14196, 0.16179, -1.90577)
H (-0.34988, 1.31533, -4.69883)
H (-2.09732, 1.13393, -4.70658)
H (-1.08490, -0.30686, -4.97470)
C (1.97738, 2.93365, 3.47209)
C (1.38861, 2.21988, 2.34941)
N (0.92914, 1.66285, 1.47335)
H (3.00596, 3.23259, 3.29062)
H (1.93967, 2.31398, 4.36578)
H (1.40047, 3.84393, 3.64734)

Properties
charge	0
2S+1	3

(4)
A gas-phase ion, C5H6N (charge +1), computed with wB97M-V/def2-TZVPD.

Geometry (Å):
C (-0.91986, 0.60239, 0.21166)
C (2.07473, 1.23278, -0.53343)
C (-1.94236, 1.44989, 0.43459)
C (0.25751, -1.86542, 0.04328)
C (0.26906, -0.39755, -0.08461)
N (1.33100, 0.38570, -0.33135)
H (-2.47074, 1.87641, -0.44069)
H (2.90677, 1.84956, -0.77204)
H (-0.64462, -2.31008, -0.59894)
H (0.31957, -2.26728, 1.02682)
H (1.16449, -2.25889, -0.38214)
H (-2.34554, 1.70249, 1.42685)

Properties
SMILES	C#[N+]C(C)=C=C
charge	+1

(5)
A molecular structure, C18H32O4S4Sb2Tc, computed with wB97M-V/def2-TZVPD.

Geometry (Å):
Tc (-2.04418, -1.04907, -0.82914)
C (-2.25769, 2.14903, -1.92049)
C (-1.70394, 1.47143, -3.16001)
S (-1.02079, -0.19721, -2.81903)
C (-1.85784, -1.20105, -4.09542)
C (-3.37569, -1.24624, -3.98313)
S (-3.93297, -1.86496, -2.35745)
C (-5.18338, -0.65602, -1.82610)
C (-4.73796, 0.79450, -1.73936)
S (-3.18666, 1.06374, -0.79093)
H (-1.46153, 2.55818, -1.29711)
H (-2.90658, 2.98018, -2.19926)
H (-2.45798, 1.38161, -3.93999)
H (-0.88956, 2.06691, -3.57102)
H (-1.56226, -0.81402, -5.07129)
H (-1.41772, -2.19322, -3.98573)
H (-3.82347, -0.27128, -4.16756)
H (-3.76318, -1.92773, -4.74028)
H (-6.03998, -0.72517, -2.49762)
H (-5.50086, -1.03828, -0.85464)
H (-4.58133, 1.22361, -2.72844)
H (-5.51469, 1.38068, -1.24952)
C (0.93172, 3.71214, 0.59396)
Sb (1.67499, 1.73405, 0.84366)
C (3.35504, 1.59267, -0.44312)
C (2.56308, 1.69175, 2.78822)
C (3.47709, 0.50330, 2.76142)
C (4.85397, 0.68742, 2.65839)
C (5.71383, -0.39382, 2.55743)
C (5.19907, -1.68259, 2.55302)
C (3.83302, -1.87701, 2.66646)
C (2.95476, -0.79859, 2.77377)
C (1.49369, -1.06147, 2.95817)
Sb (0.20112, -0.78685, 1.29599)
C (-1.40496, 0.14249, 2.36515)
C (1.38137, -1.70743, -0.25109)
H (1.74416, 4.41614, 0.76557)
H (0.14702, 3.89328, 1.32604)
H (0.54348, 3.87191, -0.40940)
H (4.21969, 1.35976, 0.17606)
H (3.51713, 2.52955, -0.97136)
H (3.20453, 0.79226, -1.16370)
H (1.74736, 1.57226, 3.50264)
H (3.07483, 2.62313, 3.02089)
H (5.25666, 1.69356, 2.67245)
H (6.78055, -0.23011, 2.49156)
H (5.86022, -2.53512, 2.48189)
H (3.43877, -2.88631, 2.69891)
H (1.04975, -0.48672, 3.77366)
H (1.33020, -2.11563, 3.19478)
H (-1.57272, -0.53391, 3.20306)
H (-2.32455, 0.27325, 1.80858)
H (-1.00214, 1.09766, 2.70215)
H (1.20993, -2.77619, -0.17104)
H (2.39347, -1.42702, 0.04669)
H (1.12714, -1.34605, -1.24144)
O (-2.21969, -4.49193, 1.06123)
S (-1.78048, -3.18403, 0.79278)
O (-0.69985, -2.71688, 1.73770)
O (-2.83302, -2.08805, 0.81041)
O (-1.22000, -2.94651, -0.60801)

Properties
charge	+2
2S+1	4

(6)
A molecular structure, ClH8O6V, computed with wB97M-V/def2-TZVPD.

Geometry (Å):
O (2.64504, -0.87096, 5.74938)
V (2.42347, -2.34419, 5.12368)
O (1.21894, -2.95397, 5.97398)
Cl (0.15507, -1.50518, 0.75861)
O (3.34025, -2.95957, -3.65599)
H (2.99898, -2.33540, -4.29645)
H (2.92719, -2.70638, -2.83046)
O (-5.80369, -0.70160, -0.86992)
H (-4.89204, -0.59933, -0.59668)
H (-6.30052, -0.70472, -0.05177)
O (2.25743, 3.96871, 1.82934)
H (1.90856, 3.10240, 1.61956)
H (1.48345, 4.52617, 1.90947)
O (-1.64510, 2.36866, -3.55585)
H (-1.35140, 1.85813, -4.31038)
H (-1.36570, 1.85716, -2.79655)

Properties
charge	0

(7)
2 unconnected molecules or ions with the total composition C4H12, computed with wB97M-V/def2-TZVPD.

Geometry (Å):
C (2.74472, 3.74444, 0.26167)
C (3.04028, 5.13337, -0.22037)
H (1.85816, 3.71188, 0.91809)
H (3.66480, 3.46442, 0.73731)
H (2.35268, 3.08676, -0.47524)
H (2.69941, 5.82534, 0.50825)
H (4.12001, 5.38257, -0.37575)
H (2.69606, 5.15178, -1.32603)
C (-3.61717, -4.30070, 0.19557)
C (-2.21584, -4.60934, -0.20761)
H (-3.73500, -4.88396, 1.17857)
H (-4.41275, -4.75849, -0.38288)
H (-3.76562, -3.10906, 0.14163)
H (-1.89066, -5.69023, -0.01295)
H (-2.02912, -4.32902, -1.24877)
H (-1.50995, -3.81976, 0.30851)

Properties
SMILES	CC.CC
charge	0

(8)
3 unconnected molecules or ions with the total composition C6H16NO, computed with wB97M-V/def2-TZVPD.

Geometry (Å):
C (-2.32985, -0.21267, -1.02081)
C (-1.79904, 1.63338, 0.58890)
C (2.89297, -0.90071, -0.13821)
C (1.94509, 1.53796, 0.07114)
C (-1.52300, 0.77310, -0.66185)
C (1.74795, 0.09864, 0.01697)
N (-1.21124, -2.11997, 0.40692)
O (0.61848, -0.36765, 0.11383)
H (-1.54262, -1.35296, -0.15804)
H (-3.15157, -0.42387, -0.43492)
H (-2.10729, -0.64367, -2.02666)
H (-2.47189, 1.18154, 1.23958)
H (-1.89961, 2.62847, 0.47530)
H (-0.86098, 1.53782, 1.12670)
H (3.01498, -1.36535, 0.72974)
H (2.73131, -1.44667, -0.99584)
H (3.70674, -0.21712, -0.51080)
H (0.97787, 1.98282, 0.06796)
H (2.46299, 1.70623, 1.08433)
H (2.59736, 1.98600, -0.59134)
H (-0.54301, 1.07432, -1.20683)
H (-0.14011, -2.09370, 0.34409)
H (-1.52646, -3.05582, 0.11824)
H (-1.58906, -1.94011, 1.36161)

Properties
charge	+1

(9)
A molecular structure, C8H8N3O5PtS3, computed with wB97M-V/def2-TZVPD.

Geometry (Å):
Pt (-1.10295, -0.66360, -2.02861)
S (0.57271, 2.02943, -5.13153)
C (0.09444, 1.26205, -3.77689)
S (-1.42930, 1.51724, -3.02978)
S (1.05653, 0.14111, -2.92177)
O (2.10890, 2.00404, 0.03752)
C (2.45869, 1.53326, 1.32233)
N (1.56231, 1.97633, 2.36546)
C (0.43529, 1.36897, 2.82696)
O (-0.16401, 1.75061, 3.80615)
C (-0.09111, 0.17206, 2.06923)
C (-0.47480, -0.97329, 2.75878)
C (-1.05942, -2.01951, 2.06282)
C (-1.26621, -1.89377, 0.70423)
N (-0.90352, -0.78504, 0.05215)
C (-0.32895, 0.23615, 0.70765)
H (2.41218, 2.90986, -0.08093)
H (3.46546, 1.84603, 1.59688)
H (2.43469, 0.44679, 1.26375)
H (1.82133, 2.79804, 2.89164)
H (-0.32330, -1.03128, 3.82884)
H (-1.36674, -2.92389, 2.56680)
H (-1.73786, -2.67803, 0.12519)
H (-0.05857, 1.11311, 0.13795)
O (-2.47567, -3.39414, -4.30261)
N (-2.04947, -2.57508, -3.56624)
O (-1.54210, -1.47123, -3.99001)
O (-2.04854, -2.69622, -2.29597)

Properties
charge	+1

(10)
A single C11H13NO molecule, computed with wB97M-V/def2-TZVPD.

Geometry (Å):
C (-1.56037, -3.71232, -0.77595)
C (-0.45090, -4.25527, -0.07055)
C (-1.78651, -2.31849, -0.76516)
C (0.48345, -3.36590, 0.62030)
C (-0.89119, -1.51908, -0.22576)
C (0.26134, -1.95732, 0.46292)
C (0.45100, 0.22340, 0.33655)
C (1.06093, 1.39080, 0.44161)
C (2.53233, 1.29576, 0.85717)
C (0.52644, 2.81996, 0.32921)
C (-1.22442, 0.71449, -1.35487)
N (-0.75783, -0.14353, -0.26618)
O (1.01784, -0.92500, 0.85740)
H (-2.25730, -4.26900, -1.26610)
H (-0.31705, -5.29089, 0.06437)
H (-2.55656, -1.98190, -1.35030)
H (1.26851, -3.83910, 1.13364)
H (2.84248, 0.32473, 0.58659)
H (2.91089, 2.14395, 0.28884)
H (2.53479, 1.55179, 1.92054)
H (0.56928, 3.30654, -0.63157)
H (-0.53029, 2.70360, 0.51444)
H (0.77367, 3.45322, 1.25623)
H (-1.43004, -0.00659, -2.20634)
H (-2.02230, 1.31815, -1.00849)
H (-0.40545, 1.42770, -1.48413)

Properties
SMILES	CC(C)=C1Oc2ccccc2N1C
charge	0

(11)
A single C18H18N2O4S molecule, computed with wB97M-V/def2-TZVPD.

Geometry (Å):
C (4.26513, 2.65592, -2.01942)
C (2.90744, 1.98144, -1.99130)
O (2.59286, 1.09702, -2.75531)
N (2.10259, 2.48436, -1.01247)
C (0.81712, 2.07036, -0.64065)
C (0.03835, 1.23650, -1.43730)
C (-1.19303, 0.81094, -0.98550)
C (-1.67100, 1.20062, 0.26369)
C (-0.92501, 2.08835, 1.03083)
C (0.30782, 2.51374, 0.57767)
H (0.89218, 3.18726, 1.18891)
H (-1.29577, 2.41089, 1.98944)
N (-2.84007, 0.58332, 0.73460)
C (-3.11931, 0.34892, 2.05356)
O (-2.87735, 1.10918, 2.95800)
C (-3.63077, -1.09432, 2.28103)
C (-4.13199, -1.31454, 3.69330)
H (-5.05339, -0.75818, 3.83922)
H (-4.31348, -2.37161, 3.86617)
H (-3.38854, -0.95545, 4.39951)
H (-4.37634, -1.38404, 1.53043)
O (-2.42787, -1.85760, 2.07809)
C (-2.09863, -2.16658, 0.80761)
O (-2.90407, -2.17796, -0.10243)
C (-0.65874, -2.32456, 0.65766)
C (-0.11397, -2.30874, -0.57343)
C (1.26362, -2.14306, -0.88032)
C (1.83231, -2.08998, -2.13232)
C (3.20941, -1.82760, -2.10711)
C (3.68577, -1.67395, -0.84079)
S (2.46465, -1.85115, 0.34817)
H (4.69126, -1.46474, -0.53211)
H (3.81805, -1.73875, -2.98762)
H (1.26664, -2.22841, -3.03558)
H (-0.78137, -2.37175, -1.42466)
H (-0.06543, -2.26962, 1.55688)
H (-3.21787, -0.08881, 0.07480)
H (-1.78312, 0.14140, -1.59394)
H (0.41357, 0.90364, -2.38977)
H (2.50727, 3.18268, -0.40386)
H (4.15146, 3.72643, -2.17637)
H (4.78536, 2.49174, -1.07780)
H (4.85428, 2.23667, -2.82951)

Properties
SMILES	CC(=O)Nc1ccc(NC(=O)[C@H](C)OC(=O)/C=C/c2cccs2)cc1
charge	0

(12)
A molecular structure, C3H12N2O, computed with wB97M-V/def2-TZVPD.

Geometry (Å):
C (-0.09707, -0.96480, 1.06851)
C (-1.27543, -1.89269, 0.87049)
N (2.16094, 1.97991, 0.76658)
O (1.10096, 1.26269, 0.54956)
H (2.07368, 2.81077, 1.34474)
H (2.90618, 1.96139, 0.07595)
H (0.86023, -1.36418, 0.74629)
H (-0.02419, -0.53350, 2.06208)
H (-2.21929, -1.39411, 1.09974)
H (-1.19157, -2.76877, 1.52607)
H (-1.33739, -2.25758, -0.15741)
C (-0.32049, 0.28138, -1.96289)
N (-0.97012, 0.72502, -0.74480)
H (-0.71406, 1.69491, -0.58060)
H (-0.43996, -0.01445, 0.25666)
H (0.73931, 0.55085, -2.04248)
H (-0.84447, 0.72640, -2.82119)
H (-0.40725, -0.80325, -2.05731)

Properties
charge	0

Record order is preserved below.
Relative energy (zero: lowest compared OMol25 entry of this formula, charge and spin): 832.7, 379.0, 0.0, 490.5, 42.2, 381.6, 137.3, 272.0, 120.2, 207.0, 88.7, 556.6 kJ/mol